Record 1
A single C4H9OP3 molecule in a non-equilibrium geometry. Source: the Open Molecules 2025 dataset; level of theory: ωB97M-V with the def2-TZVPD basis set.

Geometry as XYZ:
```
17
C4H9OP3 (ωB97M-V with the def2-TZVPD basis set)
C 0.11 -2.63 0.03
C 0.54 -1.19 0.24
C -0.57 -0.33 0.76
O -1.62 -0.01 -0.25
P -1.16 0.88 -1.62
P -2.13 2.85 -1.44
C -0.66 2.47 -0.75
P 0.79 2.99 0.25
H 1.04 -3.18 0.06
H -0.58 -2.95 0.68
H -0.24 -2.85 -0.90
H 1.12 -0.67 -0.60
H 1.20 -1.19 1.16
H -1.07 -0.72 1.66
H -0.17 0.67 1.10
H 1.66 3.93 -0.24
H 1.73 1.92 -0.13
```

Frontier orbital gap, eV: 8.371
Multiplicity: 1
Energy above the lowest of the compared OMol25 structures with the same formula, charge and spin, kcal/mol: 8.2
SMILES: CCCOP1#P=C1P

Quick look at the natural (NBO) charges, all values in e:
1. C -0.599
2. C -0.429
3. C -0.063
4. O -0.844
5. P 0.803
6. P 0.480
7. C -1.078
8. P 0.324
9. H 0.205
10. H 0.204
11. H 0.208
12. H 0.218
13. H 0.207
14. H 0.198
15. H 0.175
16. H 0.002
17. H -0.011

***

Record 2
9 unconnected molecules or ions with the total composition C36H39BrCl33N3O6P3S in a non-equilibrium geometry. Source: the Open Molecules 2025 dataset; level of theory: ωB97M-V with the def2-TZVPD basis set.

Geometry as XYZ:
```
122
C36H39BrCl33N3O6P3S (ωB97M-V with the def2-TZVPD basis set)
C 4.59 0.04 -1.12
C 3.38 -0.85 -1.49
C 2.67 -0.37 -2.78
O 1.72 0.67 -2.58
C 0.54 0.20 -1.94
C 0.27 0.74 -0.53
C 0.80 1.99 -0.20
C 1.59 2.82 -1.19
C 1.03 3.56 -2.23
C 1.93 4.26 -3.02
C 3.29 4.27 -2.81
N 3.83 3.53 -1.83
C 2.97 2.87 -1.08
C 0.66 2.58 1.09
P 1.47 4.29 1.27
C 0.21 5.46 1.90
O 2.63 4.18 2.46
C -0.01 1.92 2.11
C -0.04 2.59 3.47
C -1.35 3.39 3.73
C -1.12 4.31 4.94
Br -1.03 3.19 6.56
C -0.62 0.64 1.79
C -1.36 -0.10 2.76
Cl -1.64 0.41 4.37
N -1.93 -1.29 2.50
P -2.87 -2.24 3.73
P -4.84 -1.33 3.95
O -5.55 -2.13 4.94
O -4.79 0.20 4.46
O -5.58 -1.31 2.52
C -1.85 -1.83 1.22
S -2.66 -3.42 1.01
C -1.19 -1.19 0.20
C -1.30 -1.93 -1.14
C -0.40 -3.21 -1.18
C 0.51 -3.35 -2.41
C 0.90 -4.83 -2.67
N 1.12 -5.14 -4.09
C 2.37 -4.77 -4.62
C 3.48 -4.20 -3.75
O 2.59 -4.94 -5.79
C -0.50 0.07 0.47
H 4.51 0.99 -1.64
H 5.51 -0.46 -1.40
H 4.60 0.27 -0.06
H 3.69 -1.89 -1.63
H 2.67 -0.81 -0.66
H 2.22 -1.20 -3.34
H 3.45 0.04 -3.42
H -0.31 0.40 -2.60
H 0.71 -0.87 -1.84
H -0.03 3.61 -2.41
H 1.54 4.84 -3.86
H 3.96 4.84 -3.44
H 3.40 2.28 -0.27
H 0.42 6.45 1.50
H -0.75 5.17 1.47
H 0.15 5.56 2.98
H 3.25 3.51 2.13
H 0.17 1.91 4.29
H 0.76 3.33 3.58
H -2.17 2.74 4.03
H -1.66 3.94 2.85
H -1.96 4.97 5.11
H -0.16 4.82 4.90
H -2.19 -2.14 4.97
H -4.83 0.86 3.76
H -5.04 -0.76 1.92
H -3.77 -2.99 0.36
H -1.23 -1.32 -2.03
H -2.31 -2.32 -1.19
H -1.06 -4.08 -1.19
H 0.18 -3.31 -0.27
H 0.13 -2.86 -3.31
H 1.45 -2.85 -2.16
H 1.76 -5.11 -2.06
H 0.06 -5.42 -2.30
H 0.41 -4.65 -4.62
H 3.31 -3.17 -3.46
H 4.40 -4.22 -4.33
H 3.67 -4.79 -2.85
C -3.53 3.08 -2.13
Cl -4.50 3.86 -0.88
Cl -4.39 1.68 -2.77
Cl -3.20 4.22 -3.44
Cl -1.99 2.56 -1.42
C -8.48 1.57 4.80
Cl -8.50 2.40 3.23
Cl -7.86 -0.07 4.59
Cl -7.43 2.45 5.92
Cl -10.12 1.51 5.45
C 3.90 7.77 -0.45
Cl 3.80 6.14 -1.17
Cl 5.38 7.91 0.49
Cl 3.90 8.97 -1.75
Cl 2.50 8.05 0.60
C 6.09 -7.64 -3.15
Cl 4.61 -7.16 -3.99
Cl 6.57 -6.31 -2.08
Cl 5.80 -9.10 -2.20
Cl 7.37 -7.95 -4.33
C -6.66 7.11 -3.68
Cl -5.42 8.16 -2.99
Cl -6.14 5.43 -3.54
Cl -8.17 7.33 -2.80
Cl -6.91 7.52 -5.38
C 6.91 -4.27 1.29
Cl 5.44 -3.87 0.38
Cl 7.34 -2.92 2.34
Cl 6.62 -5.71 2.27
Cl 8.23 -4.59 0.16
C 1.22 -5.02 2.67
Cl 1.85 -5.17 1.03
Cl 0.56 -6.56 3.19
Cl 2.53 -4.53 3.76
Cl -0.07 -3.78 2.72
C -6.02 -5.64 0.55
Cl -4.35 -6.24 0.59
Cl -6.22 -4.55 -0.83
Cl -7.13 -7.00 0.39
Cl -6.36 -4.77 2.05
```

Frontier orbital gap, eV: 5.679
Total charge: +1
Multiplicity: 1

Mulliken atomic charge list, values in e, 99 entries:
1. C -1.534
2. C 1.208
3. C -1.314
4. O -0.155
5. C -0.027
6. C 1.138
7. C -1.227
8. C 0.452
9. C -0.448
10. C -0.628
11. C -1.219
12. N -0.817
13. C -0.629
14. C 0.788
15. P 0.939
16. C -0.814
17. O -0.687
18. C -0.138
19. C -2.356
20. C -0.568
21. C -0.957
22. Br -0.166
23. C -0.140
24. C 0.720
25. Cl -0.084
26. N -0.049
27. P -0.034
28. P 0.856
29. O -0.584
30. O -0.336
31. O -0.401
32. C -0.332
33. S 0.423
34. C 0.411
35. C -2.846
36. C 0.458
37. C 0.365
38. C -0.915
39. N -0.258
40. C 0.485
41. C -0.824
42. O -0.593
43. C 0.435
44. H 0.382
45. H 0.383
46. H 0.308
47. H 0.078
48. H -0.241
49. H 0.468
50. H 0.619
51. H 0.415
52. H -0.878
53. H 0.363
54. H 0.467
55. H 0.623
56. H 0.860
57. H 0.330
58. H 0.253
59. H 0.120
60. H 0.418
61. H 1.175
62. H 0.920
63. H 0.566
64. H 0.377
65. H 0.479
66. H 0.447
67. H 0.185
68. H 0.315
69. H 0.328
70. H 0.249
71. H 0.689
72. H 0.801
73. H 0.581
74. H -0.291
75. H 0.511
76. H -0.656
77. H 0.176
78. H 0.495
79. H 0.357
80. H 0.100
81. H 0.383
82. H 0.241
83. C 0.249
84. Cl -0.095
85. Cl -0.122
86. Cl -0.108
87. Cl 0.115
88. C 0.308
89. Cl -0.112
90. Cl -0.032
91. Cl -0.093
92. Cl -0.096
93. C 0.386
94. Cl -0.020
95. Cl -0.106
96. Cl -0.115
97. Cl -0.126
98. C 0.269
99. Cl -0.060

***

Record 3
2 unconnected molecules or ions with the total composition C9H15N4 in a non-equilibrium geometry. Source: the Open Molecules 2025 dataset; level of theory: ωB97M-V with the def2-TZVPD basis set.

Geometry as XYZ:
```
28
C9H15N4 (ωB97M-V with the def2-TZVPD basis set)
C -1.79 0.20 -2.25
C -0.46 -0.06 -2.35
C -2.01 0.47 -0.89
C 1.50 -0.04 -0.69
C -0.58 0.46 1.13
C 2.39 1.19 -1.13
C 2.05 -1.45 -1.06
C -1.18 -1.75 2.67
C -1.50 1.22 2.07
N 1.59 -0.20 0.81
N 0.63 0.19 1.51
N 0.10 0.09 -1.13
N -0.84 0.39 -0.25
H -2.46 0.24 -3.00
H 0.11 -0.45 -3.12
H -2.97 0.82 -0.38
H 1.84 2.10 -0.77
H 2.61 1.40 -2.14
H 3.32 1.13 -0.65
H 2.64 -1.20 -1.90
H 1.14 -2.12 -1.34
H 2.63 -1.75 -0.20
H -0.63 -0.94 3.26
H -0.71 -2.60 2.38
H -2.26 -1.58 2.49
H -0.82 2.05 2.29
H -1.86 0.68 2.94
H -2.47 1.52 1.70
```

Frontier orbital gap (spin up / spin down), eV: 6.576 / 8.644
Total charge: +1
Multiplicity: 1
Energy above the lowest of the compared OMol25 structures with the same formula, charge and spin, kcal/mol: 137.6

Quick look at the natural (NBO) charges, all values in e:
1. C -0.272
2. C 0.062
3. C 0.049
4. C 0.203
5. C 0.406
6. C -0.623
7. C -0.609
8. C -0.463
9. C -0.671
10. N -0.094
11. N -0.222
12. N -0.115
13. N -0.157
14. H 0.257
15. H 0.252
16. H 0.270
17. H 0.219
18. H 0.240
19. H 0.250
20. H 0.223
21. H 0.221
22. H 0.267
23. H 0.191
24. H 0.173
25. H 0.171
26. H 0.264
27. H 0.268
28. H 0.238

***

Record 4
A molecular structure, C12H32Cl2F8N8O20S8 in a non-equilibrium geometry. Source: the Open Molecules 2025 dataset; level of theory: ωB97M-V with the def2-TZVPD basis set.

Geometry as XYZ:
```
90
C12H32Cl2F8N8O20S8 (ωB97M-V with the def2-TZVPD basis set)
C 0.58 6.18 -1.43
C 1.43 5.73 -0.24
O 1.12 5.69 0.94
N 2.77 5.47 -0.58
H 1.41 3.09 4.70
H 2.88 5.46 -1.59
C 3.69 4.45 -0.07
H 0.89 7.21 -1.62
H -0.48 6.19 -1.23
H 0.65 5.41 -2.23
H 4.55 4.94 0.41
H 4.10 3.95 -0.96
H 3.25 3.74 0.71
C -6.19 -3.56 -0.68
C -6.40 -2.12 -0.30
O -7.20 -1.83 0.55
N -5.40 -1.13 -0.80
H -5.53 -0.14 -0.45
H -4.42 -1.60 -0.49
C -5.17 -1.07 -2.27
H -6.30 -4.26 0.09
H -5.15 -3.76 -1.03
H -6.75 -3.79 -1.55
H -6.04 -0.83 -2.80
H -4.84 -2.09 -2.57
H -4.35 -0.35 -2.49
C -0.50 -4.00 7.78
C -0.31 -2.46 7.76
O -0.27 -1.83 8.82
N -0.09 -1.93 6.54
H -0.21 -2.54 5.75
H 6.60 -8.10 -0.01
C 0.33 -0.47 6.21
H -1.52 -4.15 8.22
H 0.24 -4.35 8.49
H -0.53 -4.61 6.85
H 1.20 -0.55 5.59
H 0.48 -0.01 7.13
H -0.51 0.04 5.81
C 0.88 -0.26 -2.97
C 1.02 -0.63 -1.54
O 2.04 -0.60 -0.93
N -0.19 -1.19 -0.83
H -0.84 -0.38 -0.81
H -0.65 -1.85 -1.49
C 0.04 -1.72 0.53
H 0.74 -1.11 -3.64
H 1.89 0.19 -3.22
H 0.13 0.52 -3.16
H 0.45 -0.83 1.04
H 0.79 -2.44 0.53
H -0.96 -2.11 0.91
Cl -3.04 -2.58 0.16
Cl 2.69 3.23 4.62
N -3.18 -3.48 -3.76
S -4.43 -3.76 -4.51
O -5.01 -2.68 -5.28
O -5.32 -4.37 -3.54
F -3.98 -4.96 -5.61
S -1.87 -2.53 -3.84
O -0.86 -3.02 -2.91
O -2.23 -1.16 -4.02
F -1.22 -2.92 -5.27
N -3.56 1.42 0.21
S -2.07 1.94 0.58
O -2.04 3.21 1.21
O -1.05 1.59 -0.39
F -1.87 0.87 1.62
S -4.66 2.52 -0.31
O -4.98 3.65 0.51
O -5.77 1.63 -0.75
F -4.10 3.17 -1.60
N 5.66 -1.74 2.89
S 4.18 -2.18 3.20
O 3.40 -2.12 1.98
O 3.70 -1.61 4.43
F 4.21 -3.73 3.48
S 7.03 -2.41 3.16
O 7.13 -3.68 2.56
O 7.54 -2.17 4.46
F 8.02 -1.53 2.29
N 4.75 4.53 -5.45
S 3.45 3.77 -5.12
O 2.38 4.18 -5.96
O 3.16 3.64 -3.73
F 3.81 2.21 -5.59
S 6.30 4.41 -5.18
O 6.74 3.39 -4.26
O 6.85 5.76 -5.07
F 6.88 3.86 -6.59
```

Frontier orbital gap, eV: 1.203
Total charge: -2
Multiplicity: 1

Quick look at the Mulliken charges, all values in e:
1. C -1.048
2. C 0.685
3. O -0.582
4. N -0.192
5. H 0.235
6. H 0.300
7. C -0.733
8. H 0.312
9. H 0.296
10. H 0.324
11. H 0.284
12. H 0.298
13. H 0.243
14. C -1.026
15. C 0.780
16. O -0.530
17. N 0.411
18. H 0.219
19. H -0.239
20. C -0.612
21. H 0.355
22. H 0.217
23. H 0.332
24. H 0.537
25. H -0.045
26. H 0.267
27. C -0.897
28. C 0.662
29. O -0.661
30. N -0.195
31. H 0.231
32. H 0.214
33. C -0.818
34. H 0.264
35. H 0.240
36. H 0.292
37. H 0.236
38. H 0.343
39. H 0.320
40. C -0.962
41. C 0.737
42. O -0.472
43. N 0.707
44. H 0.046
45. H 0.124
46. C -0.748
47. H 0.212
48. H 0.332
49. H 0.337
50. H 0.374
51. H 0.494
52. H 0.039
53. Cl -0.654
54. Cl -0.246
55. N -0.237
56. S 1.072
57. O -0.601
58. O -0.566
59. F -0.315
60. S 1.198
61. O -0.740
62. O -0.521
63. F -0.315
64. N -0.213
65. S 0.961
66. O -0.569
67. O -0.639
68. F -0.212
69. S 1.140
70. O -0.580
71. O -0.788
72. F -0.226
73. N -0.229
74. S 1.149
75. O -0.438
76. O -0.549
77. F -0.248
78. S 1.116
79. O -0.517
80. O -0.536
81. F -0.240
82. N -0.434
83. S 1.171
84. O -0.611
85. O -0.468
86. F -0.345
87. S 1.160
88. O -0.585
89. O -0.610
90. F -0.276